Record 1
132
Properties=species:S:1:pos:R:3:lowdin_charge:R:1 method="wB97M-V/def2-TZVPD" e_tot_ev=-81615.64796 e_above_lowest_kcal_mol=0.00 gap_ev=8.50 e_homo_ev=-8.774 lumo_energy_ev=-0.270
C -22.07556 10.07189 -7.28425 -0.73
O -22.63564 10.58441 -6.30561 0.01
N -20.84772 9.61583 -7.29440 0.16
N -22.73001 9.81543 -8.38608 0.20
H -20.29445 9.65456 -6.45325 0.13
H -20.48603 9.21978 -8.14668 0.11
H -23.72696 9.96170 -8.43750 0.10
H -22.34435 9.11594 -9.00183 0.10
C -29.40998 9.54737 -9.21819 -0.72
O -30.17356 8.92548 -8.51190 0.03
N -29.63637 10.50581 -10.03080 0.20
N -28.09667 9.32200 -9.21431 0.19
H -30.53744 10.95106 -10.11046 0.13
H -28.87656 10.93315 -10.53610 0.08
H -27.41677 9.91571 -9.65641 0.08
H -27.73320 8.65430 -8.54913 0.06
C -29.25892 3.41270 -9.66100 -0.72
O -29.67802 3.61142 -10.82260 -0.03
N -30.01615 3.27608 -8.58254 0.15
N -27.99469 3.13404 -9.38287 0.17
H -29.58319 2.92764 -7.73361 0.04
H -31.00324 3.41391 -8.73389 0.13
H -27.86087 2.75085 -8.45902 0.07
H -27.22473 3.28156 -10.01848 0.06
C -31.20622 6.32631 -6.68003 -0.73
O -31.75187 5.32811 -6.13464 -0.04
N -31.45289 7.58646 -6.44619 0.18
N -30.23157 6.18854 -7.56034 0.19
H -32.16524 7.88658 -5.80140 0.12
H -30.75703 8.23054 -6.79488 0.07
H -30.02210 5.29541 -7.98589 0.08
H -30.03621 7.03607 -8.07831 0.07
C -24.81404 4.38294 -3.37652 -0.72
O -25.48689 3.48490 -2.82119 0.00
N -23.52406 4.51392 -3.05799 0.14
N -25.20797 5.27939 -4.25011 0.19
H -23.03661 5.38883 -3.16205 0.10
H -23.20116 3.83016 -2.39123 0.11
H -26.19023 5.19004 -4.46841 0.10
H -24.61841 5.77423 -4.89912 0.08
C -22.17589 6.89108 -11.96000 -0.74
O -21.26516 7.65295 -11.68271 -0.01
N -22.67312 6.70448 -13.18039 0.15
N -22.93069 6.15806 -11.14660 0.17
H -22.36429 7.26711 -13.95664 0.11
H -23.39326 6.01329 -13.31530 0.08
H -22.78966 6.07727 -10.15002 0.04
H -23.67565 5.62169 -11.56829 0.04
C -25.99918 4.06765 -12.25338 -0.67
O -25.24808 5.06578 -12.27285 -0.02
N -25.85097 3.04652 -11.41256 0.16
N -26.99535 3.88840 -13.08762 0.19
H -26.32583 2.17475 -11.58369 0.12
H -25.06445 3.05588 -10.77352 0.08
H -27.57186 3.08960 -12.87614 0.11
H -27.21454 4.57114 -13.79384 0.13
C -28.37796 1.86206 -5.46181 -0.69
O -28.63086 2.25464 -6.57313 0.01
N -28.16859 0.56760 -5.14895 0.17
N -28.38564 2.66521 -4.41576 0.20
H -28.07690 0.31733 -4.17947 0.10
H -28.12268 -0.02043 -5.96562 0.11
H -28.54366 3.63200 -4.67385 0.07
H -28.27749 2.34894 -3.46694 0.11
C -22.30362 5.76561 -7.66161 -0.66
O -22.67569 5.12508 -8.65653 -0.02
N -22.51626 5.32043 -6.43228 0.19
N -21.49020 6.78726 -7.68520 0.20
H -22.68176 4.34220 -6.25236 0.13
H -22.26348 5.88469 -5.63717 0.10
H -21.31544 7.42379 -6.92382 0.10
H -21.12934 7.12652 -8.56508 0.11
C -25.26640 7.53604 -8.47586 -0.03
C -26.43649 6.52221 -8.26898 -0.46
C -26.07282 5.18070 -7.76339 -0.04
O -27.24371 7.08612 -7.26747 -0.07
H -25.61272 8.39271 -9.05595 0.05
H -24.40027 7.23648 -9.06948 0.05
H -24.79043 7.92888 -7.57589 0.07
H -26.92402 6.45913 -9.24510 0.14
H -25.45866 5.26071 -6.86514 0.06
H -25.39116 4.83682 -8.54403 0.08
H -26.93775 4.57884 -7.48796 0.08
H -27.69443 6.37143 -6.80824 0.06
C -28.50171 7.49306 -4.04227 -0.05
C -28.93526 6.15617 -3.37122 -0.46
C -30.16824 6.30846 -2.48864 -0.04
O -29.24135 5.34603 -4.48553 -0.10
H -29.23268 7.75837 -4.80667 0.06
H -27.54020 7.58276 -4.54965 0.06
H -28.47783 8.28709 -3.29230 0.08
H -28.09890 5.66748 -2.86838 0.13
H -30.93346 6.89748 -2.99493 0.09
H -30.01305 6.86665 -1.56371 0.08
H -30.41936 5.30663 -2.13999 0.09
H -30.19184 5.47695 -4.59852 0.06
C -25.90224 12.50423 -5.42056 -0.07
C -26.29122 11.08385 -5.66840 -0.50
C -27.73192 10.90164 -6.11761 -0.05
O -25.50720 10.64294 -6.76024 -0.08
H -26.57577 13.04011 -4.74823 0.08
H -25.88966 13.09896 -6.33450 0.09
H -24.92770 12.60585 -4.94086 0.08
H -26.03486 10.48964 -4.78873 0.14
H -27.89006 9.83572 -6.28985 0.06
H -28.01739 11.46107 -7.00763 0.08
H -28.43026 11.10628 -5.30433 0.08
H -24.59056 10.61909 -6.45921 0.03
C -25.31153 9.88420 -11.84070 -0.07
C -26.00420 11.03927 -12.54381 -0.48
C -26.33763 10.60870 -14.01115 -0.03
O -27.12651 11.23954 -11.76470 -0.07
H -25.99669 9.13278 -11.45191 0.08
H -24.62626 10.27270 -11.08324 0.07
H -24.55782 9.40421 -12.46898 0.07
H -25.32344 11.89226 -12.53504 0.14
H -26.70463 11.46752 -14.57563 0.07
H -27.14612 9.88480 -14.11318 0.08
H -25.42704 10.24293 -14.48301 0.07
H -26.92595 11.62022 -10.90564 0.09
C -21.20530 1.96229 -9.19005 -0.04
C -22.46120 2.10548 -10.09001 -0.48
C -22.97129 0.73379 -10.53651 -0.06
O -23.54930 2.83056 -9.52705 -0.09
H -21.54193 1.40687 -8.31138 0.08
H -20.87281 2.92302 -8.79625 0.06
H -20.38047 1.38114 -9.59963 0.08
H -22.19056 2.59887 -11.02684 0.13
H -22.11488 0.10836 -10.78919 0.08
H -23.62799 0.77254 -11.40562 0.07
H -23.52708 0.26664 -9.72219 0.08
H -23.17864 3.70564 -9.33123 0.02

Record 2
117
Properties=species:S:1:pos:R:3:lowdin_charge:R:1 method="wB97M-V/def2-TZVPD" e_tot_ev=-59811.08577 gap_ev=7.42 e_homo_ev=-7.902 lumo_energy_ev=-0.485
C 0.36076 1.54649 1.53597 -0.06
C 1.63905 2.35710 1.50373 -0.28
O 1.33944 3.74055 1.48072 -0.14
H -0.38344 1.99839 0.87998 0.07
H -0.04137 1.43346 2.54640 0.07
H 0.45574 0.50845 1.20530 0.06
H 2.24951 2.05512 0.64187 0.11
H 2.26466 2.08643 2.36278 0.10
H 2.03073 4.25719 1.97258 0.06
C 2.52435 -0.88548 3.57992 -0.09
C 1.67212 -2.06283 3.06964 -0.27
O 0.78347 -2.34165 4.16608 -0.12
H 3.17151 -1.07153 4.43644 0.08
H 1.88970 -0.00662 3.70021 0.05
H 3.29238 -0.62089 2.83536 0.07
H 2.26033 -2.93283 2.78683 0.11
H 0.98025 -1.79706 2.26285 0.08
H 0.26761 -1.54347 4.34055 0.02
C 5.02187 2.98584 -1.00991 -0.08
C 5.94734 4.02529 -1.60801 -0.33
O 5.19442 5.04736 -2.25894 -0.08
H 5.59549 2.36190 -0.32469 0.08
H 4.58814 2.35916 -1.79134 0.07
H 4.18994 3.44883 -0.47787 0.06
H 6.71189 3.63307 -2.28359 0.11
H 6.50688 4.46402 -0.76914 0.10
H 5.82966 5.63391 -2.67948 0.08
O 0.84583 4.70559 -1.10703 -0.07
H 0.98731 4.38558 -0.19245 -0.01
H 1.50495 4.24768 -1.63944 0.03
O 3.27055 2.40653 5.12949 -0.05
H 3.27301 3.14134 5.75190 0.05
H 2.73402 1.72535 5.55768 0.05
O 0.36341 7.10907 1.69133 -0.05
H 0.17372 6.20721 1.41405 0.00
H 0.67684 7.54567 0.89139 0.04
O 3.36574 5.08905 2.59690 -0.01
H 3.32469 5.44659 3.49204 0.07
H 4.21793 4.63885 2.54239 0.07
O -2.48600 1.89515 -1.53872 -0.09
H -1.94177 2.57002 -1.95747 0.02
H -2.60532 2.21289 -0.61875 -0.02
O -0.88196 -0.23797 5.22961 -0.05
H -1.58516 -0.60125 5.77895 0.06
H -1.26975 0.54365 4.80950 0.01
O -1.10613 4.52776 2.70828 -0.07
H -0.21083 4.29324 2.38816 0.02
H -1.24663 3.96164 3.48702 0.01
O 5.18537 1.16072 3.41115 -0.07
H 4.31000 1.24266 3.82567 -0.02
H 5.46665 2.06404 3.24607 0.02
O -1.90816 2.51776 4.57912 -0.04
H -1.88710 3.14711 5.31354 0.08
H -2.82736 2.51840 4.27919 0.08
O -2.79530 3.19356 0.84801 -0.06
H -3.58610 3.22196 1.39402 0.05
H -2.19623 3.86371 1.22531 0.03
C -0.92846 -3.82591 1.31806 -0.02
C -2.10680 -3.03204 0.67561 -0.48
C -2.23531 -3.41696 -0.80332 -0.14
C -2.87316 -4.76912 -0.95250 -0.18
C -4.26135 -4.70669 -0.33180 -0.14
C -4.26041 -4.38705 1.17894 -0.52
N -3.34792 -3.28038 1.42147 -0.12
O -3.34532 -2.81554 2.74357 -0.01
C -5.70592 -4.01065 1.50979 -0.05
C -3.89408 -5.62235 2.00195 -0.03
C -1.77652 -1.54783 0.86105 -0.03
H -1.03591 -4.91198 1.27615 0.07
H -0.81151 -3.59809 2.38284 0.07
H 0.03975 -3.57500 0.87980 0.08
H -2.71886 -2.66539 -1.43057 0.12
H -1.20914 -3.49390 -1.18364 0.11
H -2.26214 -5.55886 -0.51095 0.11
H -3.02296 -5.06329 -1.99551 0.11
H -4.76227 -5.67392 -0.44201 0.12
H -4.91704 -3.99894 -0.84182 0.12
H -6.50018 -4.68200 1.16713 0.08
H -5.78856 -3.91075 2.59528 0.08
H -6.09756 -3.09166 1.05932 0.09
H -4.64455 -6.41116 1.93624 0.09
H -2.94626 -6.05729 1.67103 0.07
H -3.73545 -5.38574 3.05657 0.08
H -0.96802 -1.26105 0.18739 0.06
H -1.56575 -1.31753 1.90312 0.07
H -2.65938 -0.96181 0.59499 0.10
H -2.66173 -3.34078 3.19772 0.09
C -1.12469 0.24904 -6.53013 -0.04
C -0.78487 -0.52774 -5.26157 -0.52
C -0.44704 -1.95904 -5.68529 -0.14
C 0.29177 -2.78031 -4.61905 -0.17
C 1.53184 -2.03865 -4.18036 -0.14
C 1.21811 -0.60778 -3.65271 -0.51
N 0.42802 0.04303 -4.66836 -0.10
O 0.28136 1.42482 -4.40979 -0.01
C 0.62612 -0.65793 -2.23640 -0.03
C 2.59095 0.07278 -3.55349 -0.04
C -2.00405 -0.56222 -4.33082 -0.02
H -0.29060 0.12878 -7.22965 0.08
H -1.23156 1.33007 -6.43250 0.08
H -2.00828 -0.09181 -7.07245 0.08
H -1.33571 -2.45023 -6.08821 0.12
H 0.21969 -1.89225 -6.55286 0.12
H 0.58494 -3.68837 -5.15058 0.11
H -0.39798 -2.98439 -3.79805 0.10
H 2.29884 -2.01576 -4.95524 0.12
H 1.98908 -2.61789 -3.37102 0.12
H 1.21988 -1.33976 -1.62311 0.09
H 0.69756 0.31758 -1.74401 0.08
H -0.42540 -0.92630 -2.14086 0.06
H 2.59902 1.09958 -3.17953 0.07
H 3.23470 -0.43310 -2.82670 0.09
H 3.08780 0.07290 -4.52342 0.09
H -1.89173 -1.35162 -3.58812 0.06
H -2.92666 -0.73001 -4.88993 0.09
H -2.20058 0.38081 -3.81335 0.07
H -0.33637 1.48571 -3.65955 0.08